# 1
22
Properties=species:S:1:pos:R:3 method="wB97M-V/def2-TZVPD" max_force_ev_per_a=0.65 e_tot_ha=-403.7826 homo_lumo_gap_ev=10.497 multiplicity=1 relative_energy_kj_mol=12.2 homo_ha=-0.35446
C -2.12730 -0.73247 0.01171
C -1.32716 -1.70464 0.85583
C 0.09813 -1.90056 0.35043
N -1.47134 0.58238 -0.08270
H -3.13116 -0.62900 0.43583
H -2.28557 -1.13793 -0.99201
H -1.77679 -2.70126 0.82027
H -1.36342 -1.39547 1.89584
H 0.08868 -2.56097 -0.52235
H 0.74869 -2.33957 1.10462
H 0.58260 -0.98918 0.02482
H -0.70353 0.63509 0.59694
H -2.10476 1.33995 0.14468
H 3.44448 0.48430 -0.90383
H 2.01234 0.98263 -1.34033
O 2.61426 0.83956 -0.58496
H 0.11676 1.63683 -2.79876
H -0.39720 0.93129 -1.50386
O 0.35922 0.97794 -2.14188
H 1.74298 1.65683 2.34452
H 1.47955 0.92328 1.08949
O 0.99762 1.29552 1.85193

# 2
22
Properties=species:S:1:pos:R:3 method="wB97M-V/def2-TZVPD" max_force_ev_per_a=1.96 e_tot_ha=-403.7213 homo_lumo_gap_ev=9.740 multiplicity=1 relative_energy_kj_mol=173.1 homo_ha=-0.33358
C -0.45227 -1.00516 1.12754
C -1.09745 -2.36648 1.42031
C -1.02848 -2.78186 2.92760
N 0.93316 -0.60012 1.10683
H -0.86829 -0.70608 0.15977
H -0.86716 -0.42988 1.98449
H -2.16214 -2.26717 1.24027
H -0.73300 -3.23395 0.85225
H -2.05018 -2.85091 3.29625
H -0.37370 -3.63840 3.09172
H -0.58337 -1.97876 3.52458
H 1.57860 -1.28019 1.49397
H 1.29516 -0.40349 0.18848
H -0.66099 -0.65232 -7.23571
H -1.94577 -0.36316 -6.46859
O -0.99740 -0.30525 -6.42404
H -1.29563 2.78183 -0.58852
H -1.54133 3.80801 -1.58933
O -0.90218 3.58249 -0.90014
H 4.08840 4.28514 0.09116
H 5.10134 5.47353 0.05352
O 4.56269 4.93216 0.64757

# 3
23
Properties=species:S:1:pos:R:3 method="wB97M-V/def2-TZVPD" max_force_ev_per_a=4.66 e_tot_ha=-478.9430 homo_lumo_gap_ev=8.874 multiplicity=1 relative_energy_kj_mol=225.2 homo_ha=-0.31350
C 4.18639 0.44636 0.58704
C 2.73412 -0.28617 0.47384
C 1.60774 0.23986 1.01680
N 2.82883 -1.61669 0.02085
H 4.55108 0.62826 -0.38993
H 4.88591 -0.25150 1.00471
H 4.10469 1.23762 1.25311
H 0.59856 -0.14178 0.73710
H 1.60968 1.16315 1.56322
H 3.41230 -1.82383 -0.75082
H 1.86816 -1.94537 -0.03338
H -4.43299 1.87719 -1.45730
H -3.78411 1.68174 -2.95140
O -4.51185 1.97892 -2.37344
H -1.27471 -1.86801 -2.04791
H -1.39148 -1.86550 -0.55853
O -0.71342 -1.95829 -1.30398
H -4.80269 0.94288 0.71042
H -3.44246 0.39395 0.25255
O -4.04909 1.09875 0.10120
H -1.86523 -0.30283 1.93249
H -0.57301 0.42973 1.12857
O -1.54644 -0.05844 1.08480

# 4
23
Properties=species:S:1:pos:R:3 method="wB97M-V/def2-TZVPD" max_force_ev_per_a=1.23 e_tot_ha=-478.9717 homo_lumo_gap_ev=9.382 multiplicity=1 relative_energy_kj_mol=150.0 homo_ha=-0.32785
N 1.84057 -0.77377 -1.86220
C 1.59365 0.59391 -1.42507
C 1.40537 0.55931 1.10090
C 2.05609 0.87317 -0.01225
H 1.38494 -1.45585 -1.27809
H 2.78229 -1.05235 -2.08075
H 0.50305 0.69268 -1.44841
H 2.01696 1.30487 -2.13026
H 1.85106 0.87478 2.03848
H 0.35236 0.29907 1.13663
H 3.08868 1.21077 0.06569
H -1.25746 -1.62040 -0.74429
H -2.44343 -2.35101 -1.38696
O -1.91320 -1.54912 -1.45594
H -1.42377 2.90977 -0.24829
H -2.57187 1.94486 -0.32419
O -1.67322 2.01784 0.02619
H -2.24404 1.58205 1.92217
H -2.48618 0.11708 1.86628
O -2.49128 0.84195 2.50395
H 0.06814 -1.61378 1.43342
H 0.08381 -3.07831 1.15427
O -0.52251 -2.32752 1.14872

# 5
23
Properties=species:S:1:pos:R:3 method="wB97M-V/def2-TZVPD" max_force_ev_per_a=1.31 e_tot_ha=-478.9909 homo_lumo_gap_ev=8.774 multiplicity=1 relative_energy_kj_mol=99.4 homo_ha=-0.31297
C -1.25857 -0.12576 1.46928
C -0.54972 1.21536 1.28078
C -1.53919 2.33777 0.98750
O -0.89115 3.51710 0.53789
N -0.34337 -1.17936 1.89463
H -1.79762 -0.32759 0.54759
H -1.99298 0.04612 2.26401
H 0.13416 1.14871 0.42823
H 0.07538 1.51693 2.11068
H -2.02368 2.61296 1.90725
H -2.32798 2.02750 0.30720
H -0.73711 3.47752 -0.40869
H 0.02454 -1.68107 1.09983
H -0.82537 -1.78655 2.53648
H 1.94375 -1.89365 -0.62140
H 0.92834 -2.47147 -1.61534
O 1.00336 -1.91320 -0.82133
H 1.98742 -4.55809 -2.59435
H 0.94480 -4.20912 -3.61296
O 1.43762 -3.81798 -2.87991
H 2.38636 2.68927 -1.74367
H 1.61487 1.29077 -1.79254
O 1.80612 2.08386 -1.28119

# 6
23
Properties=species:S:1:pos:R:3 method="wB97M-V/def2-TZVPD" max_force_ev_per_a=1.02 e_tot_ha=-479.0117 homo_lumo_gap_ev=10.457 multiplicity=1 relative_energy_kj_mol=44.8 homo_ha=-0.36187
C -0.70835 0.88012 1.21198
O 0.29991 0.62024 2.17794
C -0.27415 1.77139 0.04921
C -1.23436 1.58483 -1.11899
N 1.13117 1.48332 -0.24037
H -1.58766 1.26240 1.75271
H -1.08991 -0.07709 0.82497
H 0.99869 1.28372 2.07442
H -0.30644 2.80724 0.39226
H -0.86230 2.06991 -2.02701
H -1.44879 0.54819 -1.34307
H -2.18382 2.08319 -0.90124
H 1.46808 2.09862 -0.96882
H 1.23996 0.53964 -0.60338
H 1.58946 -1.86094 -0.72409
H 1.09286 -2.57062 -1.96766
O 1.47772 -1.73662 -1.67841
H 1.32156 -2.50926 1.89714
H 1.29774 -0.97311 1.46834
O 1.14446 -1.89260 1.18474
H -1.58713 -1.94683 -0.84528
H -0.62601 -2.67301 0.09361
O -1.15269 -2.79271 -0.70897

# 7
23
Properties=species:S:1:pos:R:3 method="wB97M-V/def2-TZVPD" max_force_ev_per_a=1.18 e_tot_ha=-499.5463 homo_lumo_gap_ev=9.129 multiplicity=1 relative_energy_kj_mol=48.6 total_charge=-1 homo_ha=-0.20196
C 0.10425 -1.81631 -0.44153
O -0.39604 -0.74688 -1.21833
C 0.67045 -1.45179 0.93223
C 2.12633 -1.03400 0.90497
H 0.98498 -2.22982 -0.97956
H -0.69746 -2.55049 -0.35320
H 0.47687 -2.26265 1.64358
H 0.09820 -0.57913 1.27288
H 2.40535 -0.47129 1.79209
H 2.31438 -0.43604 0.00545
H 2.81736 -1.86997 0.73847
H -0.61982 1.98119 -1.64859
H -0.26890 0.32945 -0.82877
O -0.32979 1.67819 -0.78920
H -1.27963 2.29567 0.39411
H -2.65424 1.79879 0.77848
O -2.04337 2.50371 1.02023
H 0.84968 2.94219 0.04426
H 2.14032 2.24008 0.35030
O 1.76308 3.11190 0.35638
H -3.22851 -1.47295 -0.75618
H -2.13428 -0.87300 -1.59325
O -3.09919 -1.08686 -1.62482

# 8
31
Properties=species:S:1:pos:R:3 method="wB97M-V/def2-TZVPD" max_force_ev_per_a=1.30 e_tot_ha=-836.2259 homo_lumo_gap_ev=10.217 multiplicity=1 relative_energy_kj_mol=0.0 total_charge=+1 homo_ha=-0.46072
Li 0.08616 -0.99885 0.67874
O 1.59592 -1.33970 2.02041
H 2.12652 -0.57551 2.26309
H 1.68183 -1.95668 2.75365
O -1.29074 -2.72159 1.35578
H -2.24942 -2.69167 1.40785
H -1.02868 -3.40207 1.98311
C 1.59632 1.62060 -0.18719
O 1.41017 0.41838 -0.04256
N 0.60243 2.47235 -0.58191
N 2.81751 2.20668 -0.03055
H 0.88271 3.38307 -0.90004
H -0.27800 2.09545 -0.88313
H 3.60348 1.62119 0.18015
H 2.85474 3.20578 0.05317
C -2.16869 1.10871 1.43747
O -1.34051 0.25215 1.12851
N -1.84578 2.39299 1.70061
N -3.47983 0.80524 1.51667
H -0.88233 2.64590 1.82894
H -2.50706 3.08968 1.99600
H -4.12632 1.46993 1.89950
H -3.79823 -0.06242 1.13104
C 0.42238 -1.86094 -2.41707
O -0.23355 -1.80747 -1.38775
N 0.03683 -2.57458 -3.52172
N 1.65448 -1.28231 -2.51860
H -0.87610 -2.98439 -3.47770
H 0.61053 -2.46969 -4.33717
H 1.92029 -0.77297 -1.69233
H 2.20296 -1.28726 -3.35698